[1]
Molecular formula: C35H48IrN7OPSi2
Method: DFT, ωB97M-V/def2-TZVPD

```
95
Properties=species:S:1:pos:R:3
Ir -0.4629 0.9002 -0.1504
N -2.8299 3.0678 2.4524
C -2.3308 2.3196 1.4803
O -1.0821 2.1522 1.4110
C -3.2316 1.6598 0.4776
C -2.4068 1.3587 -0.7737
H -2.2195 3.4666 3.1475
H -3.8217 3.2166 2.5350
H -4.1080 2.2912 0.3044
H -3.6131 0.7399 0.9354
H -2.3491 2.2605 -1.3875
H -2.8624 0.5847 -1.3816
C -4.3606 -2.0803 0.2516
Si -3.5075 -2.3271 -1.4067
C -3.9315 -4.0212 -2.0772
C -4.1329 -1.0891 -2.6639
C -1.6168 -2.2931 -1.1665
C -0.7838 -1.5319 -2.1158
C -0.6167 -2.1504 -3.3654
C 0.1015 -1.5581 -4.3757
C 0.6615 -0.3139 -4.1331
C 0.4688 0.2595 -2.9025
N -0.2275 -0.3064 -1.8856
Si -0.8173 -3.8962 -0.4948
C 0.9621 -3.5769 -0.0269
C -1.8158 -4.4946 0.9724
C -0.7923 -5.2305 -1.8027
H -5.3623 -1.6742 0.0961
H -3.8276 -1.3895 0.9073
H -4.4703 -3.0208 0.7925
H -5.0083 -4.0669 -2.2573
H -3.6796 -4.8339 -1.3961
H -3.4358 -4.2086 -3.0320
H -5.0069 -1.5351 -3.1448
H -3.4096 -0.8752 -3.4539
H -4.4577 -0.1440 -2.2325
H -1.0843 -3.1128 -3.5194
H 0.2192 -2.0515 -5.3312
H 1.2352 0.2142 -4.8803
H 0.8989 1.2211 -2.6938
H 1.1399 -2.6556 0.5226
H 1.5788 -3.5424 -0.9270
H 1.3355 -4.3989 0.5883
H -2.0961 -3.7227 1.6906
H -1.2400 -5.2502 1.5107
H -2.7393 -4.9711 0.6369
H -0.1708 -4.9583 -2.6570
H -1.7795 -5.5108 -2.1670
H -0.3414 -6.1195 -1.3529
N -0.9452 -0.5927 1.2795
C -0.0009 -0.7786 2.3939
C -0.4206 -1.5373 3.4779
C 0.4397 -1.7470 4.5416
C 1.7145 -1.1928 4.5249
C 2.1230 -0.4356 3.4423
C 1.2732 -0.2227 2.3558
P 1.7182 0.7329 0.8737
C 3.2128 -0.0120 0.1699
C 3.1619 -0.6215 -1.0787
C 4.2988 -1.1984 -1.6280
C 5.4951 -1.1706 -0.9304
C 5.5597 -0.5540 0.3143
C 4.4293 0.0298 0.8575
C 2.3114 2.3268 1.5201
C 1.7721 2.8509 2.6964
C 2.2304 4.0614 3.1978
C 3.2253 4.7627 2.5262
C 3.7451 4.2605 1.3416
C 3.2896 3.0491 0.8381
H -1.8340 -0.3080 1.6884
H -1.1396 -1.4972 0.8421
H -1.4172 -1.9626 3.4921
H 0.1151 -2.3389 5.3866
H 2.3841 -1.3487 5.3595
H 3.1109 0.0047 3.4451
H 2.2290 -0.6579 -1.6228
H 4.2473 -1.6685 -2.6014
H 6.3822 -1.6192 -1.3567
H 6.4955 -0.5206 0.8557
H 4.5054 0.5380 1.8102
H 1.0232 2.2919 3.2431
H 1.8376 4.4407 4.1322
H 3.6034 5.6916 2.9336
H 4.5260 4.7968 0.8186
H 3.7292 2.6515 -0.0688
N 0.6207 7.0834 -1.8580
C 0.5345 5.9100 -1.2338
N 0.4793 5.8810 0.1060
N 0.4984 4.8244 -1.9947
C 0.2801 3.6593 -1.4875
N 0.1131 2.5577 -1.1659
H 0.6662 7.9578 -1.3662
H 0.5945 7.0908 -2.8636
H 0.5834 6.7231 0.6451
H 0.6268 5.0072 0.5890
```

Results
Lowest unoccupied orbital energy (alpha / beta): -4.23 / -5.66 eV
Spin multiplicity: 2
Total charge: +2



[2]
Molecular formula: C35H48N2O4
Method: DFT, ωB97M-V/def2-TZVPD

```
89
Properties=species:S:1:pos:R:3
O 6.0715 1.1756 2.5652
N 5.8598 0.0555 2.9432
O 6.4831 -0.8138 2.0769
C 5.4528 -1.7319 1.5787
C 5.0132 -1.3682 0.0562
C 5.5898 -0.0393 -0.5556
C 5.1240 0.3165 -1.9906
C 4.1523 -0.6312 -2.7993
C 3.5902 -1.9446 -2.2072
C 4.0207 -2.3015 -0.7380
C 3.4069 -3.6286 -0.0963
C 1.8011 -3.7079 -0.1095
C 1.0489 -2.2985 0.0268
C 1.0601 -1.6613 1.5025
N 0.5175 -0.2616 1.3611
C -0.8872 0.0395 1.0573
C -1.1675 1.5730 0.9468
C 0.2543 2.2061 1.2023
C 1.2069 1.0045 1.4724
C 3.7053 -0.1844 -4.2890
O 3.6052 -0.9831 -5.2568
C 3.3794 1.3937 -4.4294
C 2.1700 1.8954 -5.2567
C 1.9117 3.4278 -5.2962
C 2.8638 4.3613 -4.5090
C 4.0993 3.8641 -3.6741
C 4.3620 2.3386 -3.6297
C 5.5602 1.6592 -2.7807
O 6.7369 2.1103 -2.7585
H 5.7740 -2.8259 1.6429
H 4.4775 -1.6178 2.1960
H 6.2977 0.6550 0.0273
H 2.8887 -2.6295 -2.7862
H 3.8166 -3.7937 0.9650
H 3.8058 -4.5208 -0.7177
H 1.5008 -4.3269 0.8254
H 1.3654 -4.2965 -1.0021
H -0.0637 -2.4978 -0.2318
H 1.3964 -1.4878 -0.6976
H 2.0957 -1.6896 1.9789
H 0.2573 -2.2263 2.1176
H -1.6878 -0.7818 0.9362
H -2.1358 2.1228 0.7238
H 0.4796 3.3266 1.2115
H 2.3180 1.1209 1.7188
H 1.5229 1.0979 -5.7682
H 1.0030 3.7870 -5.9023
H 2.6355 5.4794 -4.5243
H 4.7849 4.6007 -3.1150
C -2.9033 -6.2935 5.8594
C -2.5016 -5.6389 4.5447
C -1.5016 -4.4942 4.7216
C -2.0102 -3.3047 5.5422
C -3.2806 -2.6405 5.0100
C -3.1063 -2.0363 3.6240
H -3.4072 -5.5885 6.5246
H -3.5919 -7.1212 5.6720
H -2.0277 -6.6933 6.3782
H -3.3950 -5.2889 4.0198
H -2.0462 -6.3998 3.9018
H -1.1871 -4.1467 3.7312
H -0.5972 -4.8844 5.2030
H -1.2115 -2.5544 5.5909
H -2.1851 -3.6222 6.5754
H -3.5713 -1.8433 5.7031
H -4.1108 -3.3540 4.9994
H -2.3124 -1.2840 3.6241
H -4.0321 -1.5486 3.3067
H -2.8620 -2.7975 2.8786
C -6.6477 3.9223 -3.5173
C -5.6740 3.3850 -2.4772
C -4.9818 4.4873 -1.6726
C -4.1016 5.4372 -2.4908
C -2.9814 4.7659 -3.2862
C -1.9663 4.0494 -2.4068
H -6.1409 4.5336 -4.2677
H -7.1347 3.0946 -4.0391
H -7.4256 4.5286 -3.0451
H -4.9334 2.7434 -2.9632
H -6.2262 2.7440 -1.7818
H -4.3810 4.0215 -0.8839
H -5.7444 5.0818 -1.1561
H -3.6596 6.1714 -1.8061
H -4.7282 6.0118 -3.1810
H -2.4583 5.5356 -3.8653
H -3.3971 4.0640 -4.0163
H -1.5027 4.7444 -1.7014
H -1.1735 3.6163 -3.0230
H -2.4250 3.2358 -1.8403
```

Results
Lowest unoccupied orbital energy: -1.07 eV